Entry 1:
Computed, not measured: a cluster of 2 separate species, C2H8NO in total, with wB97M-V/def2-TZVPD.

Each line ends with the Löwdin charge.
Geometry (Å):
C  1.6755  -0.0617  -0.1752  -0.10
C  -1.4709  -0.5711  0.2459  0.05
N  0.4512  0.5738  0.2752  -0.01
O  -2.3452  0.2613  -0.1677  0.12
H  2.0074  -0.7966  0.5520  0.09
H  1.5199  -0.5458  -1.1360  0.09
H  2.4646  0.6843  -0.2987  0.10
H  -1.0575  -1.3516  -0.3890  0.13
H  -1.4234  -0.7084  1.3207  0.13
H  0.1835  1.3413  -0.3325  0.12
H  0.5116  0.9027  1.2327  0.12
H  -2.5166  0.2718  -1.1274  0.17

Properties
E_HOMO: -15.389 eV
ΔE to the lowest compared entry with this formula, charge and spin: 41.4 kcal per mole
Strongest force on any atom: 2.02 eV Å⁻¹
HOMO-LUMO gap: 10.668 eV
Charge: +1


Entry 2:
Computed, not measured: a structure of composition C2H8NO, with wB97M-V/def2-TZVPD.

Each line ends with the Löwdin charge.
Geometry (Å):
C  0.8290  -0.8680  0.3571  -0.04
C  0.3916  0.1855  -0.5213  -0.35
N  -1.3808  0.3274  -0.0377  0.20
O  0.9343  1.3620  -0.4963  0.12
H  0.6375  -0.7753  1.4411  0.12
H  0.3945  -1.7970  -0.0039  0.10
H  1.9384  -1.0005  0.1475  0.15
H  0.0601  -0.1668  -1.5098  0.17
H  -1.2549  1.1887  0.4090  0.10
H  -1.4156  -0.5548  0.4515  0.11
H  -2.1868  0.4598  -0.6673  0.15
H  1.0528  1.6389  0.4299  0.16

Properties
E_HOMO: -16.917 eV
ΔE to the lowest compared entry with this formula, charge and spin: 32.6 kcal per mole
Strongest force on any atom: 3.60 eV Å⁻¹
HOMO-LUMO gap: 13.310 eV
Charge: +1


Entry 3:
Computed, not measured: a cluster of 2 separate species, C2H8NO in total, with wB97M-V/def2-TZVPD.

Each line ends with the Löwdin charge.
Geometry (Å):
N  -0.6240  -1.7807  1.6089  0.22
H  -0.9888  -2.4214  2.3435  0.14
H  -1.4026  -1.2456  1.0974  0.15
H  -0.0481  -1.0702  2.1753  0.17
H  -0.1161  -2.4577  0.7110  0.29
O  -1.0080  1.2916  0.0316  -0.01
C  0.1735  1.4544  -0.3127  -0.23
C  0.6528  1.2056  -1.7366  -0.02
H  0.9405  1.7537  0.4435  0.12
H  0.0576  0.6414  -2.2534  0.02
H  1.5353  0.6424  -1.7591  0.07
H  0.8277  1.9864  -2.3494  0.06

Properties
E_HOMO: -13.738 eV
ΔE to the lowest compared entry with this formula, charge and spin: 54.7 kcal per mole
Strongest force on any atom: 5.95 eV Å⁻¹
HOMO-LUMO gap: 8.784 eV
Charge: +1


Entry 4:
Computed, not measured: a cluster of 2 separate species, C2H8NO in total, with wB97M-V/def2-TZVPD.

Each line ends with the Mulliken spin population.
Geometry (Å):
O  -0.8113  -1.6179  0.9586  0.02
H  -0.3181  -2.4399  0.7949  0.00
H  -1.5307  -1.9881  1.5424  0.00
H  2.0089  1.4879  0.0220  0.05
C  1.3160  0.6148  -0.0076  0.15
C  0.0477  1.0212  -0.7166  0.02
N  -1.1163  0.5353  -0.3528  0.61
H  1.1857  0.2909  1.0281  0.00
H  1.8553  0.0103  -0.7926  0.09
H  0.2432  1.6549  -1.6079  0.05
H  -0.9694  -0.5188  0.0129  -0.01
H  -1.9111  0.9493  -0.8812  0.00

Properties
E_HOMO (alpha / beta): -22.410 / -22.350 eV
ΔE to the lowest compared entry with this formula, charge and spin: 82.9 kcal per mole
⟨S²⟩: 0.772
Multiplicity: 2
Strongest force on any atom: 3.09 eV Å⁻¹
HOMO-LUMO gap (alpha / beta): 10.385 / 5.407 eV
Charge: +2


Entry 5:
Computed, not measured: a cluster of 2 separate species, C2H8NO2 in total, with wB97M-V/def2-TZVPD.

Each line ends with the Löwdin charge.
Geometry (Å):
C  -2.5854  -0.3014  0.7678  -0.27
O  -1.2973  -0.7453  0.4991  -0.22
H  -2.8941  -0.9525  1.5678  0.05
H  -2.7827  0.6787  1.2280  0.05
H  -3.1486  -0.2892  -0.2008  0.07
N  2.8252  0.2504  -0.1943  -0.04
C  1.5371  0.1252  -0.9313  -0.49
O  0.3413  0.7941  -0.5361  -0.35
H  2.7823  1.2112  0.1178  0.04
H  2.7058  -0.2977  0.5981  0.00
H  1.8192  0.5367  -2.0084  0.09
H  1.3478  -0.9914  -0.9975  0.09
H  -0.6506  -0.0187  0.0898  -0.02

Properties
E_HOMO: -3.348 eV
ΔE to the lowest compared entry with this formula, charge and spin: 23.8 kcal per mole
Strongest force on any atom: 3.07 eV Å⁻¹
HOMO-LUMO gap: 7.732 eV
Charge: -1


Entry 6:
Computed, not measured: a cluster of 2 separate species, C2H8NO2 in total, with wB97M-V/def2-TZVPD.

Each line ends with the Löwdin charge.
Geometry (Å):
C  2.2882  -0.5868  -0.1493  -0.27
O  1.7062  0.2959  -1.0532  -0.22
H  3.3074  -0.8167  -0.4713  0.05
H  2.3052  -0.1823  0.8759  0.06
H  1.7453  -1.5438  -0.0721  0.06
N  -2.5057  0.2480  0.7568  -0.04
C  -1.4363  0.2331  -0.2675  -0.56
O  -0.4012  1.0623  0.0162  -0.30
H  -2.1183  -0.1905  1.5907  0.03
H  -2.6117  1.2272  1.0033  0.03
H  -1.1228  -0.8266  -0.3665  0.09
H  -1.9273  0.4868  -1.2299  0.08
H  0.7710  0.5934  -0.6331  -0.01

Properties
E_HOMO: -3.451 eV
ΔE to the lowest compared entry with this formula, charge and spin: 7.7 kcal per mole
Strongest force on any atom: 0.39 eV Å⁻¹
HOMO-LUMO gap: 7.893 eV
Charge: -1


Entry 7:
Computed, not measured: a cluster of 2 separate species, C2H8NO2 in total, with wB97M-V/def2-TZVPD.

Each line ends with the Löwdin charge.
Geometry (Å):
O  -0.2176  0.2555  -2.1723  0.06
C  0.8582  0.6537  -1.6813  -0.17
C  1.1919  0.3925  -0.2191  -0.10
N  0.3135  -0.7657  0.2218  0.14
H  1.7589  1.0177  -2.3331  0.17
H  2.2786  0.0891  -0.0284  0.16
H  0.9898  1.1148  0.5682  0.14
H  0.4065  -1.5985  -0.3889  0.18
H  0.5626  -0.9411  1.1844  0.15
H  -0.7294  -0.3595  0.2718  0.16
H  -2.9018  0.0888  0.8642  0.04
H  -2.3718  -0.0290  2.3272  0.09
O  -2.1393  0.0818  1.3856  -0.02

Properties
E_HOMO: -15.095 eV
ΔE to the lowest compared entry with this formula, charge and spin: 38.5 kcal per mole
Strongest force on any atom: 4.02 eV Å⁻¹
HOMO-LUMO gap: 11.064 eV
Charge: +1


Entry 8:
Computed, not measured: a structure of composition C2H8NO2, with wB97M-V/def2-TZVPD.

Each line ends with the Löwdin charge.
Geometry (Å):
O  1.6942  0.3521  -0.0434  0.13
C  0.4868  0.2891  -0.4737  -0.12
C  -0.6620  0.0793  0.4990  -0.11
N  -1.8600  -0.3357  0.0090  0.30
H  0.1156  -0.8176  -0.0003  0.23
H  -2.3298  3.0709  -0.4619  0.04
H  -1.6982  2.8027  -0.1942  0.00
H  -0.2875  0.2855  1.5353  0.19
H  -2.2508  -1.0716  0.6159  0.13
H  0.1352  0.6093  -1.4386  0.17
H  2.7764  -2.4188  -0.1518  0.07
H  1.9499  -0.8602  0.0844  0.01
O  1.9301  -1.9850  0.0203  -0.04

Properties
E_HOMO: -16.121 eV
ΔE to the lowest compared entry with this formula, charge and spin: 245.2 kcal per mole
Strongest force on any atom: 4.91 eV Å⁻¹
HOMO-LUMO gap: 6.138 eV
Charge: +1


Entry 9:
Computed, not measured: the molecule C2H8NO2P, with wB97M-V/def2-TZVPD.

Each line ends with the Löwdin charge.
Geometry (Å):
C  1.9314  -0.8285  0.2164  -0.13
C  -2.1105  -0.6145  -0.1592  -0.14
N  0.8574  2.0691  0.6006  -0.17
O  0.8539  -0.3559  -0.5695  -0.33
O  -1.2908  0.4096  0.5445  -0.36
P  0.0809  1.0041  -0.2563  0.59
H  2.2268  -1.8297  -0.0950  0.09
H  1.7857  -0.7952  1.2272  0.04
H  2.9115  -0.2511  0.1357  0.11
H  -2.5133  -1.4083  0.5818  0.10
H  -1.5851  -1.1342  -1.0792  0.10
H  -3.0584  -0.0744  -0.4440  0.08
H  0.2805  2.7213  1.0406  -0.05
H  -0.3700  1.0877  -1.7435  0.09

Properties
E_HOMO: -9.574 eV
ΔE to the lowest compared entry with this formula, charge and spin: 60.4 kcal per mole
Strongest force on any atom: 3.58 eV Å⁻¹
SMILES: CO[PH](=N)OC
HOMO-LUMO gap: 10.496 eV